No. 1
Entry from the OMol25 dataset: C4H8N2S in the gas phase (ωB97M-V with the def2-TZVPD basis set).

Element x y z (Å)
C (-1.46855, -0.34864, 0.05761)
C (1.31236, -1.02687, 0.49519)
C (1.72973, 0.33037, 0.10030)
C (2.85004, 0.64866, -0.52041)
H (-3.26003, 1.36416, -0.07537)
H (-4.36289, 0.37417, -0.61991)
H (-1.16023, 0.42940, 0.74734)
H (1.18371, -1.06108, 1.60043)
H (2.04970, -1.81075, 0.23145)
H (0.95617, 1.10148, 0.34040)
H (3.08603, 1.64367, -0.78579)
H (3.58278, -0.10844, -0.83761)
N (-3.61485, 0.42027, 0.03670)
N (-2.65385, -0.48369, -0.36658)
S (-0.23013, -1.47269, -0.40375)

Atomic forces in eV per Å
-0.4 0.4 0.5
-0.4 -0.3 0.7
-0.6 1.0 0.1
0.3 -1.0 -0.2
0.1 0.2 0.4
-0.6 -0.4 -0.4
-0.1 0.4 0.2
-0.2 -0.2 -0.7
-0.5 0.4 0.0
1.0 -0.4 -0.2
0.1 0.9 -0.2
-0.4 0.2 0.3
0.4 0.8 0.3
0.8 -0.9 -0.3
0.4 -1.2 -0.5

## Properties
orbital gap	9.173	eV
M	116.189	g/mol
SMILES string	C=CCS/C=N/N
DFT total energy	-664.82929	a.u.
ΔE to the lowest compared entry with this formula, charge and spin	64.9	kcal per mole
E_HOMO	-8.179	eV
LUMO	0.99	eV

=====

No. 2
Entry from the OMol25 dataset: a molecular structure, C4H8N2S (ωB97M-V with the def2-TZVPD basis set).

Element x y z (Å)
C (-0.52742, 0.36138, 1.65762)
C (1.63878, -0.29296, 0.85715)
C (1.26606, -0.24852, -0.62366)
C (-2.00814, 0.09642, -1.06459)
N (0.53314, -0.22027, 1.78264)
N (0.66610, 1.01724, -0.99363)
S (-0.75421, 1.37341, -0.47242)
H (-1.35559, 0.39667, 2.33073)
H (2.16837, -1.21344, 1.11155)
H (2.29479, 0.55180, 1.07707)
H (2.18261, -0.34100, -1.21631)
H (0.61809, -1.10732, -0.87135)
H (-2.21228, -0.65992, -0.31736)
H (-1.59674, -0.35790, -1.96098)
H (-2.91355, 0.64442, -1.29646)

Atomic forces in eV per Å
0.0 1.2 -2.8
0.5 -0.2 -0.8
0.0 -0.2 0.3
0.4 0.5 0.4
-0.4 0.0 0.8
0.1 0.6 -0.3
-0.1 -1.8 2.1
-0.6 0.0 0.4
0.1 0.1 -0.1
0.1 0.0 0.0
-0.1 -0.1 0.1
0.1 0.0 0.0
0.0 -0.1 0.1
0.1 0.0 -0.1
-0.2 0.0 -0.1

## Properties
orbital gap (alpha / beta)	7.684 / 7.681	eV
M	116.189	g/mol
DFT total energy	-664.77282	a.u.
ΔE to the lowest compared entry with this formula, charge and spin	100.4	kcal per mole
E_HOMO (alpha / beta)	-7.297 / -7.296	eV
LUMO (alpha / beta)	0.39 / 0.39	eV

=====

No. 3
Entry from the OMol25 dataset: 3 unconnected molecules or ions with the total composition C4H8N2S (ωB97M-V with the def2-TZVPD basis set).

Element x y z (Å)
C (-0.26482, -0.87286, 0.73970)
C (-0.88795, 0.56048, 0.41320)
C (1.04310, -0.40121, -0.02107)
C (0.54819, 1.97401, -0.76715)
H (0.04341, -3.05181, -0.40098)
H (-1.74028, -1.48846, -0.78806)
H (-0.12494, -1.15471, 1.89494)
H (-0.83044, 1.03561, 1.53598)
H (-1.81921, 0.70061, -0.05976)
H (1.18288, -1.10984, -0.97811)
H (1.98988, -0.24605, 0.45804)
H (1.70083, 1.87036, -0.81744)
N (-0.80722, -2.03115, 0.13620)
N (0.30550, 0.90198, -0.16698)
S (-0.33893, 3.31304, -1.17851)

Atomic forces in eV per Å
1.8 -1.0 1.4
0.3 -1.9 6.5
-1.2 0.0 -1.0
4.5 3.4 -1.8
-3.0 4.5 1.7
3.9 -2.7 2.8
-0.2 1.0 -2.3
-1.0 -0.5 -2.6
-1.0 0.1 -0.7
-0.4 2.1 1.8
0.4 -0.1 0.5
-1.2 1.3 -1.2
-3.1 -2.2 -4.7
-0.2 -3.0 -0.8
0.1 -0.9 0.4

## Properties
orbital gap	8.221	eV
M	116.189	g/mol
DFT total energy	-664.66857	a.u.
ΔE to the lowest compared entry with this formula, charge and spin	165.8	kcal per mole
E_HOMO	-8.278	eV
LUMO	-0.06	eV

=====

No. 4
Entry from the OMol25 dataset: a molecular structure, C4H8N2S (ωB97M-V with the def2-TZVPD basis set).

Element x y z (Å)
C (-0.20645, -1.41130, -0.91056)
C (0.45138, -0.23806, -0.31076)
C (1.60676, -0.58095, 0.60422)
C (-1.13580, 1.79582, 0.04325)
N (-1.34854, -1.79812, -0.51105)
N (-0.65918, 0.47970, 0.50096)
S (-1.83506, -0.83736, 0.80173)
H (0.22722, -2.01178, -1.62568)
H (0.68637, 0.38527, -1.08308)
H (2.40302, 0.01743, 0.38475)
H (1.99121, -1.55953, 0.47722)
H (1.39578, -0.25382, 1.67804)
H (-2.15119, 1.69477, -0.38766)
H (-1.16738, 2.35333, 0.98217)
H (-0.25813, 1.96459, -0.64356)

Atomic forces in eV per Å
-1.6 -0.2 1.0
-2.5 -0.2 3.2
-1.4 0.5 1.9
0.8 -2.0 0.0
0.1 0.2 0.6
0.3 -2.9 0.2
0.6 1.5 -0.5
1.2 -1.0 -1.8
1.1 2.0 -2.0
2.3 1.8 -0.9
0.0 -1.3 0.3
-0.1 -1.1 -1.4
0.7 0.5 -0.3
0.1 0.8 -0.7
-1.5 1.4 0.4

## Properties
orbital gap	8.997	eV
M	116.189	g/mol
DFT total energy	-664.82161	a.u.
ΔE to the lowest compared entry with this formula, charge and spin	69.8	kcal per mole
E_HOMO	-8.070	eV
LUMO	0.93	eV

=====

No. 5
Entry from the OMol25 dataset: C4H8N2S2 in the gas phase (ωB97M-V with the def2-TZVPD basis set).

Element x y z (Å)
C (2.58220, 0.07123, 0.12974)
C (-0.69430, 0.32875, 0.59391)
C (-2.36990, -0.60307, -1.10716)
C (-1.03026, -0.37837, -0.51408)
N (1.62825, -0.19917, 1.05814)
N (0.53133, 0.62295, 1.22570)
S (3.43309, -1.23679, -0.36693)
S (2.56779, 1.68913, -0.58841)
H (-1.56663, 0.84802, 1.13094)
H (-2.47740, 0.08156, -1.97049)
H (-3.16193, -0.36525, -0.32588)
H (-2.35532, -1.72104, -1.49338)
H (1.41001, 1.96020, -0.23289)
H (-0.38517, -0.88897, -1.17262)
H (1.49668, -1.16370, 1.51752)
H (0.39157, 0.95454, 2.11588)

Atomic forces in eV per Å
-1.1 -1.2 -0.3
-2.3 -0.1 -0.5
-1.0 -0.8 0.5
0.8 0.8 1.3
-1.5 -0.9 1.7
-0.3 -0.5 -2.4
1.1 0.4 -0.3
3.6 -1.3 -1.0
1.4 -0.8 -0.7
-0.2 -0.5 0.3
0.5 -0.6 -1.3
-0.7 2.3 0.9
-3.1 0.8 1.1
1.9 -0.3 0.0
0.9 1.8 -1.6
0.0 0.8 2.4

## Properties
orbital gap	9.021	eV
M	148.256	g/mol
SMILES string	C/C=C/NNC(=S)S
DFT total energy	-1063.00402	a.u.
ΔE to the lowest compared entry with this formula, charge and spin	57.5	kcal per mole
E_HOMO	-8.541	eV
LUMO	0.48	eV

=====

No. 6
Entry from the OMol25 dataset: C4H8N2S2 in the gas phase (ωB97M-V with the def2-TZVPD basis set).

Element x y z (Å)
C (1.17499, -0.15409, -1.42882)
C (1.11966, 0.63078, 0.92565)
C (-0.09219, 0.64668, 1.45396)
C (-1.39662, 0.74696, 0.72510)
H (1.77128, 2.69060, -0.53922)
H (3.08571, 1.78890, -0.37839)
H (1.57491, 0.17887, -2.36772)
H (2.01023, 0.57393, 1.52445)
H (-0.19429, 0.52245, 2.51876)
H (-1.24104, 0.85298, -0.33301)
H (-1.94715, 1.62386, 1.11339)
H (-1.69618, -1.56468, 0.50018)
N (2.20975, 1.84738, -0.84885)
N (1.41121, 0.76610, -0.46372)
S (0.39347, -1.60270, -1.27043)
S (-2.49005, -0.65875, 1.08882)

Atomic forces in eV per Å
-0.5 -0.5 1.0
-0.1 0.1 -0.4
-0.4 -0.2 -0.2
0.0 0.4 0.7
-0.4 0.6 0.1
0.9 -0.1 0.4
0.2 0.1 -0.4
0.2 -0.1 0.4
0.2 0.0 0.3
-0.1 0.1 -0.5
0.2 -0.3 -0.3
0.0 -0.1 0.0
-0.2 0.0 -0.5
-0.4 -0.7 -0.5
0.3 0.6 -0.1
0.0 0.0 0.0

## Properties
orbital gap	8.998	eV
M	148.256	g/mol
SMILES string	NN(C=S)/C=C\CS
DFT total energy	-1063.03746	a.u.
ΔE to the lowest compared entry with this formula, charge and spin	36.6	kcal per mole
E_HOMO	-8.499	eV
LUMO	0.50	eV

=====

No. 7
Entry from the OMol25 dataset: C4H8N2S2 in the gas phase (ωB97M-V with the def2-TZVPD basis set).

Element x y z (Å)
C (-0.74744, 0.33603, -1.27990)
C (0.99031, -0.80610, 0.27070)
C (-1.71163, 0.55040, -2.37338)
C (0.59647, 0.84350, 2.09931)
N (-0.66350, 0.87934, -0.14531)
N (0.38657, 0.43684, 0.64593)
S (0.43640, -1.04696, -1.49355)
S (0.64558, -2.23253, 1.53565)
H (2.03687, -0.81278, 0.40177)
H (-2.52968, 1.21743, -2.14002)
H (-2.11845, -0.44264, -2.61496)
H (-1.21982, 0.87899, -3.25513)
H (-0.19070, 1.38613, 2.62507)
H (0.92944, -0.05169, 2.74502)
H (1.49227, 1.61765, 2.03680)
H (1.66732, -2.75362, 0.94200)

Atomic forces in eV per Å
1.8 -5.2 -7.9
-1.8 -0.5 -0.7
-0.2 -1.2 0.8
2.6 0.9 -0.7
1.1 4.5 10.8
-1.6 0.1 0.3
-0.2 0.5 1.5
-1.1 1.1 -0.7
1.2 0.5 -0.4
-0.1 0.2 0.3
-0.3 0.2 -0.2
0.4 0.6 -1.1
-0.4 -0.3 -0.8
-0.6 1.4 -1.4
-1.6 -1.6 0.4
1.0 -1.2 -0.2

## Properties
orbital gap (alpha / beta)	4.934 / 7.683	eV
M	148.256	g/mol
DFT total energy	-1062.87976	a.u.
ΔE to the lowest compared entry with this formula, charge and spin	14.0	kcal per mole
spin multiplicity	3
E_HOMO (alpha / beta)	-4.382 / -9.365	eV
LUMO (alpha / beta)	0.55 / -1.68	eV

=====

No. 8
Entry from the OMol25 dataset: a gas-phase ion, C4H8N3 (charge +1) (ωB97M-V with the def2-TZVPD basis set).

Element x y z (Å)
C (-2.07582, 0.13736, -0.25202)
C (-0.93690, -0.61364, -0.09678)
C (1.75471, -0.23030, -0.00414)
C (0.16493, 1.63193, 0.18827)
N (-3.03988, 0.74600, -0.33682)
N (0.40823, 0.19334, -0.00271)
N (-1.02758, -1.91221, -0.24807)
H (2.08079, -0.42136, 1.17857)
H (2.02055, -1.13464, -0.48441)
H (2.40780, 0.53907, -0.31154)
H (-0.21837, 1.86335, 1.16778)
H (1.12662, 2.06456, 0.13165)
H (-0.55441, 2.06164, -0.57739)
H (-1.80981, -2.49064, -0.44638)
H (-0.30087, -2.43446, 0.09397)

Atomic forces in eV per Å
-1.2 1.3 0.1
6.9 1.4 -0.5
1.1 -1.7 5.0
-1.3 0.0 -0.8
-0.6 0.3 -0.1
-7.4 -2.0 -1.0
0.2 1.3 0.2
-0.6 0.4 -2.8
-0.3 -0.9 -0.8
0.4 0.9 -0.7
-0.2 -0.1 0.5
0.8 0.8 -0.3
1.1 -0.5 0.8
-1.3 0.3 -0.3
2.5 -1.6 0.7

## Properties
orbital gap	8.453	eV
M	98.129	g/mol
SMILES string	CN(C)C(=[NH2+])C#N
DFT total energy	-321.13200	a.u.
ΔE to the lowest compared entry with this formula, charge and spin	100.0	kcal per mole
total charge	+1
E_HOMO	-14.452	eV
LUMO	-6.00	eV